A structure of composition C53H40N3O6RbS3. Source: OMol25; level of theory: the ωB97M-V functional and the def2-TZVPD basis.

The geometry in ORCA input format:
```
! RIJCOSX wB97M-V def2-TZVPD def2/J DEFGRID3
* xyz -2 1
Rb 0.97 -0.39 2.12
O -2.93 2.87 6.12
C -3.37 3.29 4.93
C -4.52 4.08 4.88
C -5.00 4.56 3.67
C -4.33 4.27 2.49
C -3.20 3.47 2.54
C -2.70 2.96 3.73
C -1.49 2.07 3.70
O -1.03 1.70 2.59
N -1.02 1.77 4.90
N 0.02 0.85 4.90
C 0.83 0.99 5.87
C 1.97 0.13 6.20
C 2.75 0.52 7.29
C 3.83 -0.21 7.74
C 4.14 -1.40 7.07
C 3.40 -1.82 5.99
C 2.30 -1.07 5.47
O 1.67 -1.45 4.44
H -2.05 2.37 5.90
H -5.02 4.32 5.81
H -5.89 5.18 3.65
H -4.69 4.66 1.54
H -2.64 3.23 1.64
H 0.67 1.83 6.57
H 2.48 1.44 7.80
H 4.42 0.12 8.59
H 4.98 -2.01 7.40
H 3.66 -2.73 5.46
C -3.51 4.16 -5.63
C -2.91 3.65 -4.35
C -1.56 3.34 -4.26
C -1.02 2.82 -3.09
C -1.84 2.60 -2.01
C -3.19 2.94 -2.06
C -3.71 3.46 -3.22
S -1.14 2.00 -0.47
O 0.32 1.84 -0.70
C -1.89 0.36 -0.48
C -2.72 0.11 0.64
C -3.33 -1.10 0.78
C -3.14 -2.12 -0.19
C -3.77 -3.38 -0.07
C -3.58 -4.36 -1.00
C -2.74 -4.11 -2.11
C -2.11 -2.91 -2.25
C -2.30 -1.87 -1.30
C -1.65 -0.61 -1.43
C -0.79 -0.37 -2.63
C -1.45 -0.06 -3.87
C -2.86 -0.01 -3.97
C -3.47 0.27 -5.16
C -2.70 0.52 -6.32
C -1.34 0.49 -6.24
C -0.68 0.20 -5.03
C 0.73 0.19 -4.93
C 1.34 -0.13 -3.76
C 0.58 -0.46 -2.61
S 1.55 -0.94 -1.15
O 0.60 -1.63 -0.23
C 2.45 -2.23 -1.98
C 3.82 -2.13 -2.04
C 4.55 -3.14 -2.67
C 3.91 -4.24 -3.21
C 4.69 -5.34 -3.88
C 2.51 -4.34 -3.11
C 1.78 -3.34 -2.49
H -2.74 4.34 -6.38
H -4.06 5.09 -5.47
H -4.21 3.43 -6.04
H -0.93 3.48 -5.13
H 0.03 2.55 -3.02
H -3.82 2.78 -1.19
H -4.77 3.71 -3.27
H -2.80 0.87 1.40
H -3.95 -1.31 1.64
H -4.41 -3.56 0.79
H -4.06 -5.32 -0.89
H -2.58 -4.89 -2.85
H -1.46 -2.73 -3.10
H -3.46 -0.19 -3.09
H -4.55 0.31 -5.22
H -3.20 0.74 -7.26
H -0.73 0.69 -7.12
H 1.32 0.42 -5.81
H 2.42 -0.17 -3.70
H 4.32 -1.31 -1.53
H 5.63 -3.08 -2.68
H 5.76 -5.19 -3.76
H 4.47 -5.38 -4.96
H 4.43 -6.31 -3.46
H 2.01 -5.21 -3.50
H 0.71 -3.42 -2.37
O 3.62 -0.26 0.91
N 4.46 -0.39 1.91
C 4.37 0.51 2.92
C 5.14 0.46 4.05
C 6.08 -0.57 4.14
C 6.19 -1.46 3.11
C 5.39 -1.40 1.95
S 5.58 -2.50 0.66
H 3.61 1.27 2.74
H 4.97 1.17 4.84
H 6.68 -0.67 5.03
H 6.91 -2.27 3.15
*
```

Results
HOMO-LUMO gap ... 0.176 hartree
LUMO energy ... 3.3423 eV
Energy ... -3878.08542 hartree
Molar mass ... 996.6 g/mol

These are the Löwdin partial charges, in e, on atoms 1 to 5: 0.94 0.01 -0.30 -0.04 -0.13